A structure of composition C47H50BrN12O6SSeTl, computed with ωB97M-V with the def2-TZVPD basis set.

Results
LUMO level, eV: -0.901
Total energy, Eh: -8475.6349
Frontier orbital gap, eV: 6.1

Structure (XYZ):
```
119
C47H50BrN12O6SSeTl (ωB97M-V with the def2-TZVPD basis set)
Tl 0.2368 -0.1703 0.0949
C 0.3616 -4.8013 1.5473
C 0.3221 -3.6409 0.7826
N -0.2728 -2.5495 1.2253
C -0.8348 -2.5664 2.4345
C -0.7746 -3.7412 3.1959
N -0.1888 -4.8380 2.7505
C -1.4776 -1.3242 2.9059
C -2.1367 -1.2599 4.1336
C -2.7139 -0.0593 4.5332
C -2.5592 1.0565 3.7170
C -1.8894 0.9066 2.5062
N -1.4116 -0.2650 2.1064
C -1.7734 2.0458 1.5815
C -1.7695 3.3818 2.0025
N -1.8457 4.3761 1.1398
C -1.8546 4.0793 -0.1507
C -1.7140 2.7706 -0.5839
N -1.7034 1.7672 0.2779
C -3.5133 0.0295 5.7597
C -3.4574 1.1648 6.5643
C -4.3021 1.2421 7.6584
N -5.1562 0.2883 7.9844
C -5.1930 -0.8022 7.2380
C -4.3916 -0.9902 6.1229
H 0.8410 -5.7085 1.2059
H 0.7647 -3.5910 -0.2024
H -1.1994 -3.8196 4.1885
H -2.2027 -2.1222 4.7764
H -2.9868 2.0064 3.9948
H -1.6917 3.6740 3.0413
H -1.9557 4.9075 -0.8335
H -1.6422 2.5108 -1.6311
H -2.7538 1.9542 6.3500
H -4.3004 2.1135 8.3005
H -5.9064 -1.5540 7.5528
H -4.4640 -1.8968 5.5400
C -4.6475 -3.8410 -1.1044
C -5.9334 -3.7793 -1.8932
S -5.7443 -2.8699 -3.4698
O -6.8843 -3.1888 -4.2792
O -4.4352 -3.1171 -4.0060
C -5.8806 -1.0704 -3.0625
C -4.6060 -0.3182 -3.4069
N -3.4563 -0.8068 -2.6888
C -3.2479 -0.7513 -1.3482
N -2.1438 -1.3785 -1.0032
C -1.6206 -1.8963 -2.1344
C -2.4153 -1.5522 -3.2029
N -2.1802 -1.8071 -4.5734
O -2.6717 -1.0446 -5.3865
O -1.4550 -2.7337 -4.8366
C -4.1529 -0.0764 -0.3870
H -4.7097 -4.6132 -0.3413
H -4.4181 -2.9012 -0.6117
H -3.8261 -4.0819 -1.7743
H -6.7525 -3.3045 -1.3601
H -6.2493 -4.7681 -2.2150
H -6.1473 -0.9985 -2.0124
H -6.7020 -0.7085 -3.6748
H -4.7352 0.7485 -3.1896
H -4.3995 -0.4328 -4.4740
H -0.7043 -2.4514 -2.1408
H -4.5154 0.8713 -0.7815
H -3.5966 0.0984 0.5278
H -5.0103 -0.7073 -0.1492
C 5.2186 -2.5797 -2.6896
C 5.7785 -1.1874 -2.4296
C 5.7765 -0.7924 -0.9516
C 4.4002 -0.4076 -0.4011
N 3.8608 0.7828 -1.0069
C 2.8715 0.8165 -1.9276
Se 2.1336 -0.6294 -2.7401
N 2.5625 2.1073 -2.2009
C 1.4845 2.5514 -3.0482
C 1.9693 3.0480 -4.4142
C 2.4384 1.9382 -5.3569
C 1.2960 1.0895 -5.9033
C 3.3597 2.9215 -1.4248
C 3.4479 4.3002 -1.3049
C 4.3905 4.8033 -0.4242
C 5.2054 3.9645 0.3307
C 5.1159 2.5872 0.2277
C 4.1865 2.0756 -0.6636
H 5.2412 -2.7938 -3.7554
H 4.1851 -2.6532 -2.3641
H 5.8041 -3.3370 -2.1723
H 5.2084 -0.4556 -3.0058
H 6.8095 -1.1505 -2.7877
H 6.4581 0.0485 -0.8038
H 6.1509 -1.6290 -0.3592
H 4.4682 -0.2262 0.6756
H 3.6850 -1.2171 -0.5616
H 0.9651 3.3579 -2.5188
H 0.7928 1.7167 -3.1873
H 2.7852 3.7572 -4.2552
H 1.1492 3.5870 -4.8948
H 3.1529 1.2946 -4.8396
H 2.9646 2.4129 -6.1886
H 0.8814 0.4446 -5.1334
H 1.6573 0.4481 -6.7016
H 0.4982 1.7121 -6.3032
H 2.8076 4.9645 -1.8646
H 4.4952 5.8730 -0.3133
H 5.9224 4.3943 1.0147
H 5.7391 1.9437 0.8300
Br 6.1607 -1.5734 5.1044
C 5.2615 -0.0968 4.2984
C 5.8090 1.1770 4.3624
N 5.2126 2.2237 3.8234
C 4.0563 2.0527 3.2025
C 3.4339 0.8147 3.0783
C 4.0613 -0.2908 3.6404
C 2.1405 0.6183 2.3061
O 1.7235 1.5750 1.6214
O 1.6071 -0.5093 2.3809
H 6.7555 1.3613 4.8545
H 3.6080 2.9365 2.7702
H 3.6041 -1.2651 3.5447
```